Formula: C4H8BrNO
Source: the Open Molecules 2025 dataset
Level of theory: ωB97M-V with the def2-TZVPD basis set

XYZ file:
```
15
Properties=species:S:1:pos:R:3:forces:R:3
C -0.631036 -0.465750 -0.282925 -0.6972 -2.4761 -2.2855
C -1.443411 0.507857 -1.098600 5.6426 0.4747 -0.1831
C -0.093966 0.958335 1.783325 1.3989 -0.1096 -1.1615
C 0.314107 -0.176984 0.836644 0.6523 1.3962 1.1853
N -0.719732 -1.649474 -0.781502 -0.1213 0.3656 1.1088
O 1.336178 -0.797448 0.996059 -0.2963 -0.3523 -0.1802
Br 2.733429 -0.734338 -1.922786 0.4036 -0.1140 0.1231
H -1.884050 1.193170 -0.502007 -1.9598 2.3482 1.3261
H -0.653452 0.989912 -1.770254 -0.8360 0.2008 1.0347
H -1.930572 -0.022488 -1.807519 -2.4496 -1.6241 -1.5440
H 0.774060 1.226951 2.479258 -1.7704 -0.8228 -0.4639
H -0.249933 1.844734 1.146309 -0.2959 -0.1992 0.2946
H -1.063527 0.553007 2.095227 0.1584 0.7782 1.0220
H -0.209191 -2.331881 -0.226984 0.5503 -0.0003 -0.0119
H 3.721095 -1.095603 -0.944244 -0.3796 0.1347 -0.2643
```
Forces are in eV/Å.

Properties
- LUMO level: 0.0097 Ha
- ΔE to the lowest compared entry with this formula, charge and spin: 1.664 eV
- Highest occupied orbital energy: -0.3594 hartree
- SMILES: [H]/N=C(/C)C(C)=O.Br
- Calculated total energy: -77856.3433 eV


Formula: C22H32CrN6OS
Source: the Open Molecules 2025 dataset
Level of theory: ωB97M-V with the def2-TZVPD basis set

XYZ file:
```
63
Properties=species:S:1:pos:R:3:forces:R:3
Cr -0.281809 -0.019411 0.500568 0.6715 -0.0774 -2.0297
C -3.078946 0.771970 -0.377328 -0.0409 -0.1706 0.1109
C -3.225668 0.006854 0.921137 0.1286 0.0504 -0.0499
N -2.083078 -0.949140 0.981848 -0.1067 -0.0938 0.0696
C -1.981511 -1.696838 2.266397 0.0859 -0.0641 0.0824
C -0.574658 -2.208727 2.404687 0.0070 0.0311 -0.1142
C -0.198306 -3.228650 3.251594 -0.0012 -0.0204 0.0248
C 1.148247 -3.558460 3.337248 -0.0017 0.0080 -0.0002
C 2.081658 -2.875711 2.564245 0.0353 -0.0161 0.0507
C 1.637408 -1.878885 1.726180 -0.0720 0.0653 -0.0382
C 2.511807 -1.076858 0.813867 0.0049 -0.1318 -0.0672
N 1.798868 0.148559 0.376125 0.1144 0.1758 0.5729
C 1.338891 1.019682 1.329079 0.5386 0.1975 0.1252
C -0.950527 1.932495 0.265704 -0.2779 0.0755 0.0214
N -1.640815 1.102527 -0.586091 -0.5102 0.7446 0.2368
N 0.335473 -1.552817 1.651869 -0.1636 -0.0794 0.1913
H -3.678382 1.681804 -0.376253 0.0275 0.0224 -0.0381
H -3.389626 0.157498 -1.222038 0.0607 0.0187 -0.0422
H -4.185651 -0.508665 0.953278 -0.0031 -0.0014 0.0729
H -3.162302 0.664908 1.788294 -0.0032 -0.0373 0.0350
H -2.217298 -1.641602 0.241100 0.0140 0.0148 -0.0146
H -2.709913 -2.506252 2.322777 -0.0285 0.0161 -0.0460
H -2.196745 -1.012263 3.090421 -0.0372 0.0456 -0.0432
H -0.939284 -3.750205 3.842525 0.0054 0.0022 0.0065
H 1.471995 -4.340215 4.012258 -0.0022 -0.0180 -0.0211
H 3.135244 -3.113371 2.625145 -0.0017 -0.0030 -0.0074
H 2.754551 -1.664147 -0.074254 -0.0094 0.0482 -0.0433
H 3.447262 -0.796855 1.299796 0.0172 0.0445 -0.0460
H 2.319683 0.580074 -0.423197 -0.1936 -0.0687 0.0167
H 1.472190 2.072985 1.122199 -0.1398 0.0015 -0.0573
H 1.514120 0.744667 2.366194 -0.3407 -0.0756 0.0340
H -0.286099 2.652932 -0.195483 0.1286 -0.1163 0.0068
H -1.498059 2.318246 1.122782 0.1141 -0.1386 0.1341
H -1.422177 1.220344 -1.572008 0.1978 -0.2268 0.0304
C 3.576458 -3.898655 -2.424779 -0.0607 -0.0542 -0.0252
C 2.745401 -3.912228 -3.704300 0.1179 0.1215 0.1008
C 1.559040 -2.961686 -3.646143 0.0268 -0.1862 0.0103
N 2.042407 -1.570441 -3.620686 -0.1218 -0.1711 0.0241
C 1.523315 -0.552845 -2.997226 0.4519 0.1527 0.2176
S 0.010568 -0.658081 -2.150467 -0.3293 -0.1784 0.5927
N 2.213426 0.637462 -3.041251 -0.4695 -0.0022 0.2294
C 3.586319 0.689718 -2.537626 0.2054 -0.1141 -0.1935
O 3.707468 0.899262 -1.342567 -0.0614 0.0985 -0.0651
C 4.649984 0.470283 -3.485528 0.0667 0.0908 -0.0394
C 4.393177 0.409187 -4.866021 -0.0120 0.0085 0.0294
C 5.435338 0.198062 -5.746588 0.0138 -0.0053 -0.0344
C 6.734775 0.070797 -5.262445 -0.0369 -0.0330 0.0393
C 6.998531 0.147701 -3.896078 0.0217 -0.0153 -0.0401
C 5.965720 0.360813 -3.007983 -0.0332 -0.0658 0.0353
H 4.456289 -4.530128 -2.531702 0.0177 0.0213 0.0257
H 2.996522 -4.287479 -1.583836 -0.0045 0.0285 0.0115
H 3.924165 -2.890442 -2.175049 0.0361 -0.0098 -0.0180
H 2.364967 -4.915252 -3.894592 -0.0100 0.0073 -0.0321
H 3.373337 -3.652113 -4.561851 -0.0374 -0.0538 -0.0411
H 0.962324 -3.128872 -2.750581 -0.0105 0.0367 0.0060
H 0.910111 -3.089213 -4.513150 0.0037 0.0934 -0.0247
H 2.876339 -1.386480 -4.175767 -0.0265 0.0339 -0.0369
H 1.665124 1.412219 -2.691311 0.0260 -0.0280 0.0690
H 3.392511 0.581991 -5.244519 -0.0108 -0.0422 0.0003
H 5.244698 0.145601 -6.809559 0.0145 0.0525 -0.0040
H 7.550375 -0.077535 -5.957970 0.0008 -0.0280 0.0070
H 8.010738 0.036295 -3.533092 0.0118 0.0688 -0.0128
H 6.158130 0.450984 -1.947396 -0.0083 -0.0496 0.0051
```
Forces are in eV/Å.

Properties
- LUMO level (alpha / beta): -0.4047 / -0.3689 Ha
- ΔE to the lowest compared entry with this formula, charge and spin: 0.332 eV
- Highest occupied orbital energy (alpha / beta): -0.6228 / -0.6228 hartree
- Spin multiplicity: 2
- Net charge: +3
- Calculated total energy: -73552.6102 eV
- Expectation value of S²: 0.9674


Formula: C42H55AsN7SSeTi
Source: the Open Molecules 2025 dataset
Level of theory: ωB97M-V with the def2-TZVPD basis set

XYZ file:
```
108
Properties=species:S:1:pos:R:3:forces:R:3
Ti -0.668357 -0.299819 0.467017 -0.4771 -0.3591 -1.0216
C -5.249052 -2.903382 -2.540842 -0.0122 -0.0093 0.0043
C -5.056406 -1.449341 -2.959090 -0.0526 0.0187 -0.0616
N -4.740673 -0.549123 -1.865922 -0.0298 -0.0120 -0.0168
C -3.546585 -0.694736 -1.170780 0.0407 0.0311 -0.0980
S -3.439370 0.052573 0.371790 0.3534 0.0549 0.0433
N -2.587677 -1.324849 -1.759539 -0.1333 0.0280 0.1077
N -1.410310 -1.406281 -1.032068 0.2908 0.2004 0.2973
C -0.598944 -2.409820 -1.501658 0.3466 -0.3455 0.1219
C -0.928508 -3.221541 -2.722086 0.0638 -0.0022 -0.0264
C 0.491593 -2.697381 -0.699262 -0.2299 -0.1374 -0.3526
C 1.348609 -3.830632 -0.876753 0.1597 -0.0565 -0.0075
C 2.316645 -4.113327 0.033524 -0.1126 0.0131 -0.1507
C 2.488556 -3.255572 1.154254 -0.1241 0.2091 0.0941
C 1.667236 -2.170870 1.271132 0.2525 -0.1380 0.1380
N 0.686045 -1.868667 0.391549 -0.6046 0.0921 -0.0151
H -5.494318 -3.525188 -3.404376 -0.0029 -0.0032 -0.0218
H -6.060160 -2.993994 -1.815063 -0.0128 0.0041 0.0049
H -4.335937 -3.286757 -2.088300 0.0239 0.0105 0.0088
H -5.965524 -1.069856 -3.435095 0.0275 -0.0126 0.0009
H -4.253231 -1.377691 -3.693896 0.0073 -0.0168 0.0197
H -5.504529 -0.303354 -1.258322 -0.0362 -0.0142 0.0130
H -1.624434 -2.686016 -3.359414 -0.0012 0.0500 -0.0206
H -1.392941 -4.182989 -2.472007 -0.0160 0.0003 0.0030
H -0.024266 -3.434049 -3.297572 -0.0058 -0.0180 0.0134
H 1.196513 -4.464353 -1.740468 0.0177 -0.0039 0.0177
H 2.959458 -4.975380 -0.097792 -0.0103 -0.0171 -0.0159
H 3.258843 -3.424961 1.893370 0.0155 0.0224 0.0105
H 1.774808 -1.457442 2.074816 0.0647 -0.0769 -0.0156
N -1.991442 0.229696 3.634314 -0.0366 -0.0444 -0.0421
C -1.877156 1.413496 2.923897 0.0520 0.2009 -0.0790
C -2.366700 2.555027 3.585426 0.1120 -0.1441 -0.1477
C -2.209103 3.789114 3.008360 0.0086 0.0031 -0.0743
C -1.566625 3.877666 1.777856 0.0151 -0.0323 0.0284
C -1.150937 2.710860 1.180658 -0.1355 0.0490 -0.0243
N -1.322197 1.490265 1.711073 0.0256 -0.1862 0.4705
C -1.791738 -1.115884 3.381973 -0.0820 -0.1280 -0.2419
C -1.934116 -1.984380 4.477734 -0.0993 -0.0883 -0.1530
C -1.855784 -3.338449 4.260859 -0.0155 0.0251 -0.0179
C -1.658119 -3.817317 2.964951 -0.0175 0.0546 0.1192
C -1.494521 -2.898745 1.957362 -0.0415 0.2475 -0.0379
N -1.529978 -1.567548 2.158150 0.4354 0.2972 0.6678
H -2.245008 0.402458 4.591428 0.0129 -0.0296 0.0109
H -2.852308 2.445475 4.545841 0.0069 -0.0059 0.0209
H -2.576563 4.673540 3.512141 0.0122 0.0169 0.0003
H -1.382194 4.823738 1.290640 -0.0177 0.0133 0.0050
H -0.655832 2.728464 0.222170 -0.0342 0.0219 0.0014
H -2.092636 -1.578407 5.468077 0.0089 -0.0147 0.0266
H -1.952469 -4.022766 5.094148 0.0021 -0.0100 0.0017
H -1.609963 -4.872986 2.743949 -0.0077 -0.0202 0.0218
H -1.334360 -3.207968 0.931260 0.0462 0.0281 0.0442
C 2.809280 -0.708793 -1.615895 0.0419 0.0082 -0.0576
C 2.323848 0.537517 -0.872267 0.0266 0.0161 0.0574
C 2.965249 1.776389 -1.509304 -0.0273 0.0190 0.0281
C 0.798363 0.693746 -0.846224 -0.1769 0.3339 0.3195
H 3.827137 -0.560996 -1.988763 0.0296 -0.0051 0.0178
H 2.168721 -0.923568 -2.476645 -0.0053 0.0205 -0.0356
H 2.825339 -1.594859 -0.988306 -0.0158 -0.0117 0.0097
H 2.675184 0.489772 0.165528 0.0096 -0.0635 -0.0357
H 2.639073 1.886725 -2.549286 -0.0160 -0.0069 -0.0267
H 4.057380 1.713052 -1.507053 0.0336 -0.0097 0.0046
H 2.678644 2.684144 -0.972805 -0.0072 0.0191 0.0238
H 0.411270 0.574072 -1.870648 0.0379 -0.1052 0.0488
H 0.636895 1.753092 -0.595873 -0.0562 0.0279 -0.1016
C 6.364548 -1.576462 5.389992 0.0858 -0.0309 0.0393
C 5.146437 -0.951164 4.770106 -0.0767 0.0167 -0.0294
C 5.238461 0.185428 3.979024 0.0306 -0.0439 0.0140
C 4.123918 0.765722 3.386449 -0.0113 0.0431 -0.1017
C 4.309301 1.990841 2.535181 -0.0030 0.0157 0.0009
C 2.847955 0.207326 3.583991 0.0695 0.0007 -0.0315
Se 1.320510 1.035447 2.781998 -0.1414 -0.0436 0.0186
C 2.745434 -0.939807 4.391695 -0.1116 0.0011 0.0289
C 1.420746 -1.591391 4.685315 -0.0064 -0.0154 0.0824
C 3.884401 -1.493657 4.962936 0.1192 -0.0017 0.0282
H 7.250282 -0.965359 5.212695 0.0060 0.0047 -0.0015
H 6.560160 -2.569167 4.977215 -0.0054 -0.0070 -0.0102
H 6.250696 -1.692901 6.470237 -0.0093 -0.0001 0.0075
H 6.211324 0.636962 3.809798 0.0290 -0.0004 0.0033
H 5.366945 2.250973 2.462478 0.0057 0.0110 -0.0033
H 3.757921 2.839680 2.944943 -0.0013 -0.0045 0.0170
H 3.906457 1.833822 1.533093 0.0198 -0.0084 -0.0016
H 0.611978 -0.878013 4.547374 0.0202 0.0489 0.0478
H 1.401256 -1.972140 5.709718 -0.0007 -0.0146 0.0071
H 1.224796 -2.436435 4.018965 -0.0016 0.0078 -0.0332
H 3.774611 -2.375567 5.588188 0.0051 -0.0296 0.0166
C -3.513129 3.390970 -1.822504 0.0332 -0.0392 -0.0194
As -2.101326 2.095590 -2.271505 0.0102 0.0424 0.0323
C -2.926546 1.490808 -3.949055 0.0100 0.0437 0.0269
C -0.783021 3.444106 -2.968612 -0.0625 0.0482 0.0299
C -0.380553 3.235309 -4.390320 0.0691 -0.0147 -0.0198
C 0.235398 2.042772 -4.774854 0.0512 0.0074 -0.0009
C 0.608269 1.828226 -6.089920 0.0117 -0.0320 0.0044
C 0.370576 2.799671 -7.053785 0.0131 -0.0156 -0.0768
C -0.237945 3.987964 -6.685379 -0.0019 0.0358 -0.0372
C -0.606918 4.203036 -5.364536 -0.0863 -0.0273 0.0411
H -3.835676 3.941529 -2.707799 -0.0159 0.0184 0.0046
H -3.142853 4.089718 -1.072035 0.0020 -0.0003 0.0264
H -4.348736 2.837727 -1.394958 -0.0235 0.0062 -0.0067
H -2.947171 2.278145 -4.702574 -0.0359 0.0119 -0.0128
H -3.940419 1.184882 -3.685909 0.0385 -0.0027 -0.0226
H -2.391248 0.625399 -4.334522 0.0231 -0.0007 -0.0051
H 0.097066 3.355747 -2.327198 -0.0263 -0.0323 0.0533
H -1.211686 4.438326 -2.824596 0.0317 -0.0076 -0.0410
H 0.424435 1.278652 -4.028296 0.0017 0.0026 0.0116
H 1.086755 0.896363 -6.363693 0.0036 -0.0113 -0.0076
H 0.658123 2.628578 -8.083754 0.0054 0.0065 0.0051
H -0.423928 4.755582 -7.426764 -0.0051 0.0007 -0.0075
H -1.081360 5.135954 -5.080716 0.0032 0.0024 -0.0048
```
Forces are in eV/Å.

Properties
- LUMO level (alpha / beta): 0.0852 / 0.0852 Ha
- ΔE to the lowest compared entry with this formula, charge and spin: 0.000 eV
- Highest occupied orbital energy (alpha / beta): -0.1015 / -0.1014 hartree
- Net charge: -1
- Calculated total energy: -215015.9251 eV


Formula: CH7N6
Source: the Open Molecules 2025 dataset
Level of theory: ωB97M-V with the def2-TZVPD basis set

XYZ file:
```
14
Properties=species:S:1:pos:R:3:forces:R:3
C -0.422284 1.212356 0.274231 -0.9228 0.1676 -0.6970
N -0.753550 -1.021532 -2.379943 -0.9911 -0.7268 -0.9353
N -1.075570 -1.778892 -3.166750 2.1779 2.9254 3.0176
N 0.184579 1.212870 1.249791 0.4888 -0.3037 -0.5443
N -1.197203 -2.504824 -4.088787 -0.8872 -2.0673 -1.8822
N -1.185234 1.223291 -0.775155 -1.3411 1.3776 -0.3203
N 1.794943 0.511120 3.089717 1.4413 1.5537 0.8335
H 1.089000 0.936578 1.956647 -0.1384 0.7062 1.5069
H -1.283400 -3.452780 -3.725203 -0.2104 -0.3577 -0.4784
H -1.993382 1.905259 -0.849453 1.5797 -1.1634 0.3068
H -1.002030 0.605367 -1.578297 -0.0294 0.0325 0.5611
H 2.851887 0.750468 3.086238 -2.3187 -1.1643 -0.2079
H 1.540783 -0.455173 2.851891 0.8206 0.1331 1.0883
H 1.451459 0.855892 4.055074 0.3308 -1.1129 -2.2488
```
Forces are in eV/Å.

Properties
- LUMO level: -0.1079 Ha
- ΔE to the lowest compared entry with this formula, charge and spin: 2.470 eV
- Highest occupied orbital energy: -0.5005 hartree
- Net charge: +1
- Calculated total energy: -10081.9327 eV


- What is the calculated total energy in the fourth record?
  -10081.9327 eV


- Among the records above, which one has the highest ΔE to the lowest compared entry with this formula, charge and spin?
  CH7N6


Please write out number 1 again, unchanged.
Formula: C4H8BrNO
Source: the Open Molecules 2025 dataset
Level of theory: ωB97M-V with the def2-TZVPD basis set

XYZ file:
```
15
Properties=species:S:1:pos:R:3:forces:R:3
C -0.631036 -0.465750 -0.282925 -0.6972 -2.4761 -2.2855
C -1.443411 0.507857 -1.098600 5.6426 0.4747 -0.1831
C -0.093966 0.958335 1.783325 1.3989 -0.1096 -1.1615
C 0.314107 -0.176984 0.836644 0.6523 1.3962 1.1853
N -0.719732 -1.649474 -0.781502 -0.1213 0.3656 1.1088
O 1.336178 -0.797448 0.996059 -0.2963 -0.3523 -0.1802
Br 2.733429 -0.734338 -1.922786 0.4036 -0.1140 0.1231
H -1.884050 1.193170 -0.502007 -1.9598 2.3482 1.3261
H -0.653452 0.989912 -1.770254 -0.8360 0.2008 1.0347
H -1.930572 -0.022488 -1.807519 -2.4496 -1.6241 -1.5440
H 0.774060 1.226951 2.479258 -1.7704 -0.8228 -0.4639
H -0.249933 1.844734 1.146309 -0.2959 -0.1992 0.2946
H -1.063527 0.553007 2.095227 0.1584 0.7782 1.0220
H -0.209191 -2.331881 -0.226984 0.5503 -0.0003 -0.0119
H 3.721095 -1.095603 -0.944244 -0.3796 0.1347 -0.2643
```
Forces are in eV/Å.

Properties
- LUMO level: 0.0097 Ha
- ΔE to the lowest compared entry with this formula, charge and spin: 1.664 eV
- Highest occupied orbital energy: -0.3594 hartree
- SMILES: [H]/N=C(/C)C(C)=O.Br
- Calculated total energy: -77856.3433 eV


- Look up the calculated total energy of the second one.
  -73552.6102 eV